*A*
Below is the ion CH2O3P2 with charge -2, with properties calculated with ωB97M-V with the def2-TZVPD basis set.

Cartesian coordinates (Å):
P  0.10847  1.01080  0.66328
P  -1.62986  -0.54316  0.04547
O  -2.38875  -1.25345  1.11586
O  -1.38896  -1.41253  -1.14096
O  -0.33552  2.38092  0.18968
C  1.59127  0.12107  -0.43030
H  1.52533  -0.85206  0.08871
H  2.51803  0.54840  -0.53173

SMILES: C=P([O-])=P(=O)[O-]
Multiplicity: 1
Charge: -2
Frontier orbital gap in Ha: 0.184

These are the Löwdin partial charges, in e, on atoms 1 to 6: number 1, P, carries 0.38; number 2, P, carries 0.30; number 3, O, carries -0.58; number 4, O, carries -0.57; number 5, O, carries -0.74; number 6, C, carries -0.41



*B*
Below is the ion CH2O3P2 with charge -2, with properties calculated with ωB97M-V with the def2-TZVPD basis set.

Cartesian coordinates (Å):
P  -1.72070  -0.96573  -0.08374
P  -2.63006  1.03678  0.49136
O  -1.91097  -1.90820  1.03333
O  -2.16561  -1.52073  -1.37047
O  -2.85062  1.96124  -0.70292
C  -0.06291  -0.49454  0.04920
H  0.32972  -0.65415  1.05061
H  0.53796  0.29316  -0.58453

SMILES: C=P([O-])([O-])P=O
Multiplicity: 1
Charge: -2
Frontier orbital gap (alpha / beta) in Ha: 0.215 / 0.217

These are the Löwdin partial charges, in e, on atoms 1 to 6: number 1, P, carries -0.23; number 2, P, carries 0.51; number 3, O, carries -0.54; number 4, O, carries -0.50; number 5, O, carries -0.79; number 6, C, carries -0.31



Most favorable structure: *B*. The second most favorable one is 0.0323 hartree above it.



*A*
Below is a cluster of 2 separate species, C21H39NO6 in total, with properties calculated with ωB97M-V with the def2-TZVPD basis set.

Cartesian coordinates (Å):
O  -0.12538  1.83470  1.23935
O  3.02484  -0.23897  -2.47790
O  1.53578  0.30105  0.91770
O  -2.42733  1.74925  1.32159
O  0.91437  -3.05981  -4.35360
O  1.82561  3.16484  6.15911
N  -0.41262  1.70640  7.34965
C  -0.63450  1.51485  4.92916
C  -1.16642  1.50643  -0.78961
C  -2.17031  1.69789  -1.87044
C  -3.85067  -0.21837  -1.75991
C  0.75467  0.67940  -2.20873
C  -1.39604  1.73795  0.67269
C  0.48657  3.57815  5.97278
C  -2.83344  -2.51835  -1.79463
C  0.66211  0.98806  0.44451
C  0.28934  -3.36371  -3.12744
C  3.30100  -0.97200  -1.29475
C  -2.07196  -2.45250  -3.13720
C  -2.84224  -1.14991  -1.10134
C  -0.57290  2.47637  6.11094
C  2.21655  -2.54939  -4.16917
C  0.08989  1.06434  -0.93651
C  4.44675  -1.93945  -1.54269
C  2.41090  2.49119  5.06054
C  -1.17798  -3.66297  -3.39106
C  -3.59799  1.26670  -1.53344
C  2.28182  0.92842  -2.28967
H  0.54892  1.38014  7.38950
H  -0.55584  2.04574  3.97953
H  -3.08788  -1.30023  -0.05672
H  3.49094  2.61206  5.14254
H  0.38063  -2.52849  -2.42792
H  -2.80287  -2.35626  -3.93264
H  2.54550  -2.15169  -5.11795
H  -1.53946  2.98658  6.16322
H  0.29852  1.27651  -2.98699
H  -3.84732  -2.86857  -1.94343
H  2.24640  -1.75754  -3.42082
H  3.57633  -0.27699  -0.51104
H  -3.88614  1.57625  -0.54124
H  0.30626  4.31574  6.75895
H  -2.29028  -3.21315  -1.16208
H  0.15304  0.76334  4.96648
H  5.01730  -1.66748  -2.41924
H  -1.48427  -4.51780  -2.79885
H  2.88462  -3.34196  -3.83265
H  2.08167  2.91467  4.10711
H  2.41854  -1.52678  -0.98361
H  -1.25549  -3.95976  -4.42937
H  -1.58232  0.97715  4.93349
H  -1.47632  -1.54625  -3.15493
H  -4.81850  -0.44932  -1.32566
H  2.19438  1.42155  5.08282
H  0.56142  -0.35616  -2.47681
H  2.59414  1.48277  -1.40358
H  -4.25190  1.81513  -2.20560
H  -1.83025  1.19945  -2.76879
H  -1.82427  -0.78100  -1.16426
H  0.38484  4.10218  5.01200
H  4.10733  -2.96482  -1.58687
H  5.12747  -1.88060  -0.70122
H  2.48409  1.55861  -3.14478
H  -2.19649  2.76453  -2.08456
H  -0.50002  2.33008  8.14679
H  -3.93007  -0.41869  -2.82348
H  0.79690  -4.21950  -2.67733

SMILES: CCOCCC1=C(CCCCCCCCOC)C(=O)OC1=O.COC[C@@H](C)N
Multiplicity: 1
Charge: 0
Frontier orbital gap in Ha: 0.305

These are the Löwdin partial charges, in e, on atoms 1 to 6: number 1, O, carries 0.11; number 2, O, carries -0.19; number 3, O, carries 0.16; number 4, O, carries 0.15; number 5, O, carries -0.18; number 6, O, carries -0.19



*B*
Below is a cluster of 4 separate species, C21H39NO6 in total, with properties calculated with ωB97M-V with the def2-TZVPD basis set.

Cartesian coordinates (Å):
O  2.78768  -3.02800  0.77508
O  1.36062  6.96421  -0.50501
O  -0.35245  -3.50935  -2.68660
O  -2.41146  -0.55453  1.93182
O  -0.70882  5.17796  0.52330
O  -2.36147  -7.18183  -3.11930
N  -1.83057  1.53438  1.22218
C  2.29584  6.41548  -1.43108
C  -2.58447  0.37536  1.21079
C  0.28289  -3.83433  2.05279
C  1.62464  -1.56844  -0.65809
C  2.46329  -0.36357  -0.41523
C  1.75476  -2.70617  0.31281
C  1.81058  0.47859  0.71329
C  0.40653  0.97098  0.38809
C  -1.30765  -7.62985  -3.96711
C  1.35314  -2.16011  3.72080
C  -0.42477  1.33175  1.63600
C  -3.02627  5.83569  0.24052
C  3.70617  6.45998  -0.87416
C  0.46351  -3.39839  0.63841
C  -3.72858  0.33380  0.21243
C  0.76329  -1.71747  -1.62656
C  -0.02380  -2.98416  -1.67897
C  -2.00802  5.11354  1.10516
C  0.08383  -2.58158  2.95918
C  0.03568  -7.51038  -3.27392
C  -0.39163  -3.53215  -0.33712
H  1.87146  -0.08020  1.64710
H  -0.56955  -4.49939  2.16097
H  -1.34881  -3.99877  -0.15528
H  -0.18977  0.25720  -0.18356
H  0.64070  -0.92816  -2.35523
H  1.36097  -2.61035  4.70900
H  -2.75810  6.88864  0.12554
H  -2.18412  -6.25913  -2.90179
H  0.23192  -6.47113  -2.99895
H  0.51167  1.85640  -0.24161
H  -0.45735  6.10601  0.43940
H  3.42745  -0.68978  -0.02689
H  -2.26762  4.06076  1.20072
H  2.65489  0.22320  -1.30978
H  1.19049  -4.36375  2.33945
H  -4.64757  0.21892  0.78059
H  -3.05337  5.39956  -0.75924
H  0.84422  -7.86034  -3.91840
H  1.99150  5.38768  -1.62153
H  -1.51742  -8.66767  -4.22326
H  -1.97335  5.55208  2.10853
H  1.33805  -1.07476  3.81738
H  2.23486  6.97283  -2.37122
H  4.00617  7.48924  -0.66242
H  2.26555  -2.40004  3.18283
H  2.45411  1.34798  0.85143
H  1.61320  7.87901  -0.33731
H  -1.31871  -7.03905  -4.88915
H  3.76145  5.90789  0.06473
H  -3.79913  1.23043  -0.40031
H  -3.65012  -0.55212  -0.40720
H  -0.32739  0.58143  2.40824
H  -4.02515  5.77696  0.67702
H  -1.81565  1.87094  0.26368
H  -0.05521  2.30245  1.96322
H  0.04338  -8.09421  -2.35234
H  -0.15795  -1.76588  2.28062
H  -0.77726  -2.71497  3.60402
H  4.41909  6.02870  -1.57849

SMILES: CCCC1=CC(=O)C=C(CCCCNC(C)=O)C1=O.CCO.CCO.CCO
Multiplicity: 1
Charge: 0
Frontier orbital gap in Ha: 0.338

These are the Löwdin partial charges, in e, on atoms 1 to 6: number 1, O, carries 0.17; number 2, O, carries -0.09; number 3, O, carries 0.12; number 4, O, carries 0.08; number 5, O, carries -0.10; number 6, O, carries -0.09



Most favorable structure: *B*. The second most favorable one is 0.0174 hartree above it.



*A*
Below is a cluster of 2 separate species, C4H7F2N in total, with properties calculated with ωB97M-V with the def2-TZVPD basis set.

Cartesian coordinates (Å):
F  -1.38140  -0.70570  1.36193
F  0.04940  -2.02316  0.38302
N  1.39730  0.62096  1.00733
C  -1.01640  -0.31527  -1.00743
C  -0.83408  1.20421  -1.07014
C  -0.58793  -0.85936  0.30055
C  2.15376  -0.17518  1.55293
H  0.20714  1.45431  -0.88973
H  2.00393  -1.26097  1.62076
H  -0.42536  -0.80179  -1.78539
H  3.07834  0.15505  2.04152
H  -2.07828  -0.55513  -1.16334
H  -1.43129  1.68528  -0.30739
H  -1.13511  1.57677  -2.04460

Multiplicity: 1
Charge: 0
Frontier orbital gap (alpha / beta) in Ha: 0.366 / 0.291

These are the Löwdin partial charges, in e, on atoms 1 to 6: number 1, F, carries 0.11; number 2, F, carries 0.09; number 3, N, carries 0.10; number 4, C, carries -0.18; number 5, C, carries -0.11; number 6, C, carries -0.37



*B*
Below is an isolated molecule of C4H7F2N, with properties calculated with ωB97M-V with the def2-TZVPD basis set.

Cartesian coordinates (Å):
F  -1.55716  -1.36318  0.91811
F  1.25691  1.68793  -1.09197
N  0.42740  -1.26078  -1.19237
C  0.74598  -0.61248  0.04544
C  0.72876  0.92944  0.02502
C  -0.87566  1.00686  0.42334
C  -0.56670  -0.43208  0.93068
H  -1.46230  1.03555  -0.40780
H  -0.34387  -1.94973  -0.82175
H  -1.31938  1.77943  0.99593
H  1.19158  1.33145  0.96268
H  0.08111  -0.34798  -1.89093
H  -0.29681  -0.28653  2.01387
H  1.66583  -1.00996  0.51239

SMILES: N[C@@H]1[C@H](F)C[C@@H]1F
Multiplicity: 1
Charge: 0
Frontier orbital gap in Ha: 0.388

These are the Löwdin partial charges, in e, on atoms 1 to 6: number 1, F, carries 0.01; number 2, F, carries -0.06; number 3, N, carries 0.01; number 4, C, carries -0.33; number 5, C, carries -0.20; number 6, C, carries -0.01



Most favorable structure: *B*. The second most favorable one is 0.0348 hartree above it.



*A*
Below is an isolated molecule of C22H30N4O6S, with properties calculated with ωB97M-V with the def2-TZVPD basis set.

Cartesian coordinates (Å):
S  -1.82884  -2.96146  1.38948
O  0.02577  1.49294  2.47103
O  4.78460  -0.71425  -1.05754
O  -4.21311  0.06455  0.65762
O  -2.52005  -0.69057  -2.48717
O  -0.63345  -0.59647  -1.24742
O  4.56459  1.58850  0.01638
N  -1.60989  1.30161  -2.01114
N  -0.81729  -0.54184  1.92188
N  -3.07718  1.89241  0.01017
N  0.50028  -2.06653  0.74337
C  -2.85307  1.90878  -2.43536
C  -0.68149  -1.77843  1.34314
C  -2.63809  -2.10110  -2.27752
C  -0.89408  2.12863  -1.06245
C  2.38807  1.04892  0.96861
C  5.59554  -2.97717  -0.60203
C  1.37400  0.09760  1.13274
C  -1.89146  2.71599  -0.02927
C  3.51535  0.75537  0.23719
C  2.65102  -1.47774  -0.17790
C  -3.38223  0.91616  0.91060
C  4.47996  2.93568  0.43635
C  -3.97583  -2.40803  -1.62510
C  5.07995  -1.97383  -1.62953
C  3.57324  3.77619  -0.45846
C  -2.77322  1.00423  2.29806
C  3.65051  -0.53843  -0.34941
C  -3.82319  1.92722  -1.23976
C  -1.53504  -0.05307  -1.84826
C  1.50663  -1.16060  0.55264
C  0.17741  0.42964  1.89263
C  -2.01552  -0.26157  2.70530
H  -4.44532  2.82936  -1.26030
H  -2.67650  -1.12476  2.60141
H  5.86425  -1.75820  -2.36015
H  5.50847  3.30048  0.36888
H  -2.14814  1.87846  2.44295
H  5.86240  -3.90574  -1.09899
H  -2.61912  2.92148  -2.77384
H  -4.07819  -1.84590  -0.69942
H  4.15874  2.99615  1.48338
H  -2.55318  -2.57764  -3.25938
H  -1.71041  -0.15658  3.75159
H  -4.03118  -3.46806  -1.39639
H  -3.27057  1.34488  -3.26741
H  -0.38158  2.93272  -1.59933
H  3.91718  3.71667  -1.48793
H  3.60062  4.81300  -0.13498
H  -4.79328  -2.13949  -2.28952
H  -3.62570  1.07652  2.97940
H  0.53767  -2.96095  0.27262
H  4.20896  -2.37010  -2.16534
H  2.23768  2.00583  1.44140
H  2.54697  3.41986  -0.41664
H  -2.19657  3.72479  -0.32823
H  -1.81235  -2.43129  -1.64093
H  -1.40576  2.77750  0.94126
H  2.72105  -2.45851  -0.61949
H  -0.14952  1.49763  -0.57471
H  6.47612  -2.57494  -0.10810
H  4.84352  -3.18452  0.15507
H  -4.46818  1.04694  -1.25140

SMILES: CCOC(=O)N1CCN(C(=O)CCn2c(=S)[nH]c3cc(OCC)c(OCC)cc3c2=O)CC1
Multiplicity: 1
Charge: 0
Frontier orbital gap in Ha: 0.304

These are the Löwdin partial charges, in e, on atoms 1 to 6: number 1, S, carries 0.71; number 2, O, carries 0.07; number 3, O, carries -0.02; number 4, O, carries 0.05; number 5, O, carries 0.01; number 6, O, carries 0.09



*B*
Below is an isolated molecule of C22H30N4O6S, with properties calculated with ωB97M-V with the def2-TZVPD basis set.

Cartesian coordinates (Å):
S  -1.75384  3.41692  4.87855
O  -3.63130  -2.89968  -4.97398
O  0.40532  1.38411  -2.16925
O  -1.08366  0.43252  1.82501
O  2.73182  -2.32638  -1.22143
O  2.58842  1.69250  0.39841
O  -1.77795  -1.38330  4.22340
N  0.46241  2.24387  4.29442
N  -1.36931  0.76459  4.64965
N  -0.40088  -0.81301  0.08229
N  -0.27796  2.17995  -0.17027
C  -0.25952  1.26478  -1.15914
C  -3.06458  -3.03887  -6.25438
C  -0.97832  -0.47877  4.17975
C  0.70702  3.22945  -0.08423
C  3.32643  1.88465  -0.79196
C  -1.73986  -1.53826  -4.24554
C  -2.96313  -2.16576  -4.04348
C  0.43251  -1.84351  -0.49109
C  -1.76092  -0.69618  -1.98328
C  0.44398  -0.64807  3.70747
C  1.87510  2.82186  0.83278
C  -3.58217  -2.05268  -2.79669
C  3.34517  -2.92568  -0.10800
C  -0.76878  1.98198  4.56202
C  1.81602  -1.30315  -0.91237
C  -2.98931  -1.32715  -1.78840
C  0.42610  -1.33667  2.34089
C  -1.14706  -0.81845  -3.22121
C  -0.40690  -0.49717  1.39053
C  0.71375  3.57734  4.31591
C  -1.16821  0.06262  -0.82550
C  -0.34104  4.37187  4.61151
H  0.96498  -1.28005  4.42919
H  -3.48261  -1.24886  -0.83028
H  0.23983  4.12995  0.32236
H  -0.38048  5.43799  4.69453
H  2.63882  -3.50702  0.49620
H  3.90325  2.81519  -0.74676
H  -0.07502  -2.25147  -1.36785
H  2.21112  -0.65068  -0.12162
H  -1.99891  0.44470  -0.21821
H  -0.04072  -2.32058  2.43592
H  -2.94554  -2.06942  -6.74871
H  1.44361  -1.44972  1.97074
H  -2.35195  0.78837  4.90114
H  1.71388  3.91263  4.11029
H  4.10437  -3.59800  -0.50315
H  1.71413  -0.71296  -1.82475
H  0.93972  0.31804  3.64655
H  -2.09587  -3.54720  -6.21239
H  -0.20428  -0.32983  -3.40215
H  -3.76593  -3.64832  -6.82211
H  -4.53180  -2.54177  -2.64876
H  4.00953  1.04074  -0.87037
H  0.54989  -2.65314  0.23015
H  1.48290  2.54680  1.81605
H  -1.23170  -1.60176  -5.19453
H  2.55278  3.68316  0.94147
H  2.67430  1.89807  -1.67010
H  -0.73637  1.92057  0.69870
H  3.82432  -2.17394  0.53173
H  1.06441  3.43223  -1.09566

SMILES: COCCNC(=O)[C@@H](c1ccc(OC)cc1)N(CCOC)C(=O)CCC(=O)Nc1nccs1
Multiplicity: 1
Charge: 0
Frontier orbital gap in Ha: 0.335

These are the Löwdin partial charges, in e, on atoms 1 to 6: number 1, S, carries 1.03; number 2, O, carries -0.08; number 3, O, carries 0.05; number 4, O, carries 0.04; number 5, O, carries -0.17; number 6, O, carries -0.20



Most favorable structure: *A*. The second most favorable one is 0.0670 hartree above it.